The following is a DFT calculation (ωB97M-V/def2-TZVPD) of a single C15H20FNO7S molecule.

F_max: 0.07 eV/Å
Molar mass: 377.4 Da
SMILES string: COC(=O)c1cc(NC(=O)[C@H](CCS(C)(=O)=O)OC)c(F)cc1OC
E: -1663.06230 a.u.
Energy relative to the best compared isomer or geometry (same formula, charge and spin): 0.09 kJ/mol
Frontier orbital gap: 0.3254 Eh
Highest occupied orbital energy: -0.3162 hartree

Structure (XYZ):
```
45
Properties=species:S:1:pos:R:3:forces:R:3:nbo_charge:R:1
C -5.609 -1.365 2.663 0.0 0.0 0.0 -0.258
O -4.677 -0.581 1.913 0.0 0.0 0.0 -0.511
C -5.189 0.549 1.385 0.0 0.0 0.0 0.779
O -6.344 0.860 1.509 0.0 0.0 0.0 -0.573
C -4.138 1.337 0.674 0.0 0.0 0.0 -0.237
C -2.800 1.100 0.979 0.0 0.0 0.0 -0.171
C -1.781 1.833 0.390 0.1 0.0 0.0 0.098
N -0.405 1.662 0.640 0.0 0.0 0.0 -0.625
C 0.172 0.903 1.619 0.0 0.0 0.0 0.659
O -0.438 0.263 2.446 0.0 0.0 0.0 -0.591
C 1.709 0.892 1.557 0.0 0.0 0.0 0.027
C 2.157 -0.345 0.789 0.0 0.0 0.0 -0.422
C 3.672 -0.396 0.672 0.0 0.0 0.0 -0.673
S 4.275 -1.845 -0.166 0.0 0.0 0.0 2.194
C 3.734 -1.646 -1.843 0.0 0.0 0.1 -0.892
O 5.711 -1.773 -0.165 0.1 0.0 0.0 -0.946
O 3.604 -2.994 0.378 0.0 -0.1 0.0 -0.947
O 2.278 0.830 2.832 0.0 0.0 0.0 -0.520
C 1.997 1.965 3.631 0.0 0.0 0.0 -0.254
C -2.154 2.798 -0.531 0.0 0.0 0.0 0.398
F -1.172 3.513 -1.127 0.0 0.0 0.0 -0.331
C -3.459 3.056 -0.876 0.0 0.0 0.0 -0.396
C -4.477 2.323 -0.268 0.0 0.0 0.0 0.433
O -5.774 2.500 -0.572 0.0 0.0 0.0 -0.477
C -6.117 3.539 -1.470 0.0 0.0 0.0 -0.257
H -5.050 -2.225 3.020 0.0 0.0 0.0 0.197
H -6.004 -0.793 3.501 0.0 0.0 0.0 0.193
H -6.438 -1.683 2.033 0.0 0.0 0.0 0.194
H -2.550 0.343 1.702 0.0 0.0 0.0 0.276
H 0.207 2.216 0.064 0.0 0.0 0.0 0.410
H 2.058 1.803 1.039 0.0 0.0 0.0 0.157
H 1.799 -1.229 1.319 0.0 0.0 0.0 0.256
H 1.687 -0.338 -0.198 0.0 0.0 0.0 0.209
H 4.093 0.463 0.146 0.0 0.0 0.0 0.230
H 4.140 -0.456 1.656 0.0 0.0 0.0 0.271
H 4.146 -2.496 -2.383 0.0 0.0 0.0 0.262
H 2.648 -1.670 -1.881 0.0 0.0 0.0 0.239
H 4.136 -0.716 -2.239 0.0 0.0 0.0 0.239
H 2.544 1.842 4.561 0.0 0.0 0.0 0.203
H 2.333 2.884 3.136 0.0 0.0 0.0 0.163
H 0.929 2.040 3.853 0.0 0.0 0.0 0.185
H -3.656 3.816 -1.616 0.0 0.0 0.0 0.242
H -7.202 3.550 -1.508 0.0 0.0 0.0 0.210
H -5.758 4.508 -1.113 0.0 0.0 0.0 0.179
H -5.724 3.349 -2.472 0.0 0.0 0.0 0.176
```
Positions in Å, forces in eV/Å.